{"formula": "C10H30BN2O3Ti", "method": "ωB97M-V/def2-TZVPD", "symbols": ["Ti", "B", "H", "H", "H", "H", "C", "O", "C", "C", "N", "C", "C", "O", "C", "H", "H", "H", "H", "H", "H", "H", "H", "H", "H", "H", "H", "H", "H", "H", "C", "C", "C", "O", "C", "N", "H", "H", "H", "H", "H", "H", "H", "H", "H", "H", "H"], "positions_angstrom": [[0.906, -0.267, -0.044], [2.324, 1.214, -1.427], [1.414, 1.693, -0.926], [3.075, 0.779, -0.636], [2.016, 0.303, -2.056], [2.933, 1.977, -2.055], [1.210, -3.490, 0.818], [0.782, -2.624, -0.189], [-0.564, -2.833, -0.571], [-0.979, -1.873, -1.676], [-1.158, -0.531, -1.160], [-1.175, 0.534, -2.183], [-2.360, 0.482, -3.185], [-3.468, 1.166, -2.665], [-3.698, 2.420, -3.301], [1.049, -4.544, 0.561], [0.645, -3.345, 1.749], [2.270, -3.385, 1.030], [-1.238, -2.725, 0.291], [-0.674, -3.873, -0.913], [-1.887, -2.301, -2.128], [-0.246, -1.951, -2.484], [-2.031, -0.473, -0.650], [-0.210, 0.610, -2.688], [-1.188, 1.459, -1.599], [-2.607, -0.567, -3.357], [-1.925, 0.868, -4.111], [-3.904, 2.213, -4.358], [-2.806, 3.050, -3.193], [-4.540, 2.936, -2.847], [1.053, -0.802, 4.262], [0.954, -0.240, 2.853], [0.817, 1.288, 2.793], [0.726, 1.695, 1.429], [0.600, 3.069, 1.300], [2.124, -0.685, 2.020], [1.865, -0.311, 4.812], [1.271, -1.872, 4.303], [0.165, -0.707, 4.892], [0.026, -0.621, 2.410], [1.602, 1.832, 3.323], [-0.176, 1.477, 3.221], [-0.373, 3.528, 1.540], [0.695, 3.402, 0.261], [1.377, 3.631, 1.834], [2.880, -0.044, 2.264], [2.429, -1.560, 2.436]], "s_squared": 3.75, "mol_weight_g_mol": 285.0, "relative_energy_kj_mol": 54.14, "e_tot_ev": -43765.3601, "spin_multiplicity": 4}